# C4H13NOS

A 2-piece molecular cluster, C4H13NOS overall (ωB97M-V/def2-TZVPD, the OMol25 dataset).

Values from the calculation:
2S+1: 1
DFT total energy, eV: -18731.0750
Gap between HOMO and LUMO, eV: 9.66
E_HOMO, eV: -9.09
Lowest unoccupied orbital energy, eV: 0.6
SMILES: C[C@H](N)CCS.O
ΔE to the lowest compared entry with this formula, charge and spin, kJ/mol: 90.32

Atoms and positions in Å:
C: -1.193 0.401 2.618
C: -0.524 0.361 1.227
N: 0.960 0.617 1.459
C: -1.026 1.271 0.151
C: -0.228 1.248 -1.193
S: -0.075 -0.366 -2.055
H: -1.137 1.471 2.953
H: -2.209 0.037 2.474
H: -0.681 -0.269 3.285
H: -0.612 -0.659 0.826
H: 1.496 0.864 0.614
H: 1.511 -0.271 1.737
H: -0.831 2.335 0.523
H: -2.089 1.076 -0.115
H: 0.763 1.745 -0.996
H: -0.750 1.827 -1.956
H: 1.145 -0.763 -1.679
O: 1.639 -2.517 -0.281
H: 1.726 -3.321 0.357
H: 0.867 -2.086 0.069

# C4H13NS

A 2-piece molecular cluster, C4H13NS overall (ωB97M-V/def2-TZVPD, the OMol25 dataset).

Values from the calculation:
2S+1: 1
DFT total energy, eV: -16683.4325
Gap between HOMO and LUMO, eV: 9.78
E_HOMO, eV: -8.91
Lowest unoccupied orbital energy, eV: 0.9
SMILES: CCN.CCS
ΔE to the lowest compared entry with this formula, charge and spin, kJ/mol: 63.46

Atoms and positions in Å:
C: 2.175 1.354 -1.388
C: 3.298 0.392 -1.020
N: 3.217 -0.006 0.406
H: 2.468 2.322 -1.000
H: 1.906 1.387 -2.453
H: 1.299 0.966 -0.851
H: 3.317 -0.578 -1.572
H: 4.310 0.781 -1.081
H: 4.156 -0.061 0.768
H: 2.673 -0.783 0.743
C: -2.849 1.117 0.503
C: -2.198 -0.052 1.257
S: -1.924 -1.495 0.171
H: -3.704 0.727 -0.074
H: -2.046 1.497 -0.123
H: -3.232 1.947 1.127
H: -2.907 -0.438 2.004
H: -1.295 0.178 1.882
H: -1.214 -0.786 -0.805

# C4H13NS2

A 2-piece molecular cluster, C4H13NS2 overall (ωB97M-V/def2-TZVPD, the OMol25 dataset).

Values from the calculation:
2S+1: 2
DFT total energy, eV: -27517.5266
Gap between HOMO and LUMO (spin up / spin down), eV: 1.68 / 7.97
E_HOMO (spin up / spin down), eV: 1.09 / -5.11
Expectation value of S²: 0.751
Lowest unoccupied orbital energy (spin up / spin down), eV: 2.8 / 2.9
ΔE to the lowest compared entry with this formula, charge and spin, kJ/mol: 48.54
Charge: -1

Atoms and positions in Å:
C: -0.288 1.305 -1.705
C: 1.013 1.963 -1.111
S: 2.422 0.853 -1.456
H: -0.193 0.235 -1.568
H: -0.376 1.511 -2.792
H: -1.141 1.738 -1.297
H: 1.142 2.908 -1.678
H: 0.939 1.980 -0.011
H: 3.348 1.761 -0.985
C: -0.470 -1.248 1.856
C: -0.627 -1.630 0.418
S: -1.591 -3.261 0.268
N: 0.026 0.130 2.026
H: -1.443 -1.428 2.362
H: 0.288 -1.892 2.321
H: -1.303 -0.935 -0.116
H: 0.348 -1.762 -0.171
H: -1.635 -3.328 -1.065
H: -0.686 0.729 1.713
H: 0.228 0.369 2.991

# C4H13O2PSi

A 2-piece molecular cluster, C4H13O2PSi overall (ωB97M-V/def2-TZVPD, the OMol25 dataset).

Values from the calculation:
2S+1: 1
DFT total energy, eV: -25617.3728
Gap between HOMO and LUMO (spin up / spin down), eV: 5.77 / 5.16
E_HOMO (spin up / spin down), eV: -8.24 / -8.08
Lowest unoccupied orbital energy (spin up / spin down), eV: -2.5 / -2.9
ΔE to the lowest compared entry with this formula, charge and spin, kJ/mol: 186.00

Atoms and positions in Å:
C: 0.294 3.579 0.685
C: -2.227 -0.306 0.121
C: -0.123 -2.496 -0.782
C: 0.298 -1.219 1.711
O: -0.926 3.728 -0.108
O: 0.181 0.536 -0.785
Si: -0.399 -0.702 -0.111
P: -0.991 3.062 -1.568
H: 0.686 4.517 1.005
H: 1.002 2.875 0.163
H: -0.066 2.947 1.549
H: -2.816 -1.118 -0.322
H: -2.610 -0.218 1.154
H: -2.406 0.618 -0.428
H: -1.001 -3.077 -0.611
H: 0.282 -2.564 -1.796
H: 0.757 -2.833 -0.170
H: 1.189 -0.535 1.574
H: -0.189 -0.969 2.694
H: 0.619 -2.227 1.710
H: -2.361 3.493 -1.680

# C4H13O3S

A 4-piece molecular cluster, C4H13O3S overall (ωB97M-V/def2-TZVPD, the OMol25 dataset).

Values from the calculation:
2S+1: 1
DFT total energy, eV: -21336.1810
Gap between HOMO and LUMO, eV: 6.09
E_HOMO, eV: -3.12
Lowest unoccupied orbital energy, eV: 3.0
ΔE to the lowest compared entry with this formula, charge and spin, kJ/mol: 121.13
Charge: -1

Atoms and positions in Å:
C: -0.339 0.010 0.604
O: -0.333 -1.014 1.379
C: 0.224 0.022 -0.642
C: 0.014 1.215 -1.548
C: 1.321 1.633 -2.316
S: 2.095 3.225 -1.933
H: -0.863 0.893 1.004
H: -5.015 -4.286 1.322
H: 0.873 -0.753 -1.027
H: -1.293 -2.263 3.289
H: -0.685 0.983 -2.363
H: -0.370 2.062 -0.975
H: 1.037 1.582 -3.355
H: 2.132 0.985 -1.988
H: 1.211 4.101 -2.411
H: 2.233 0.929 1.196
H: 2.117 -0.286 2.022
O: 2.583 0.558 2.023
H: -4.624 -3.775 0.971
H: -0.941 -2.750 1.977
O: -1.379 -3.073 2.771

# C4H13O4

A 3-piece molecular cluster, C4H13O4 overall (ωB97M-V/def2-TZVPD, the OMol25 dataset).

Values from the calculation:
2S+1: 1
DFT total energy, eV: -12549.3477
Gap between HOMO and LUMO, eV: 7.83
E_HOMO, eV: -3.95
Lowest unoccupied orbital energy, eV: 3.9
ΔE to the lowest compared entry with this formula, charge and spin, kJ/mol: 85.35
Charge: -1

Atoms and positions in Å:
C: -0.217 -1.591 -0.652
O: 0.982 -1.117 -0.053
C: -1.531 -0.860 -0.195
C: -1.252 0.361 0.738
C: -0.866 1.639 -0.093
O: -0.492 0.057 1.828
H: -0.266 -2.661 -0.398
H: -0.112 -1.524 -1.747
H: -2.107 -0.453 -1.041
H: -2.061 -1.566 0.412
H: -2.274 0.657 1.061
H: -1.730 2.331 -0.103
H: -0.680 1.374 -1.139
H: -0.051 2.141 0.444
H: 0.638 -0.710 0.851
H: 1.735 -0.173 -2.248
H: 2.702 -0.998 -1.594
O: 2.560 -0.598 -2.452
H: 0.931 0.958 2.124
H: 2.363 1.298 1.785
O: 1.728 1.436 2.471

# C4H13O4

A 3-piece molecular cluster, C4H13O4 overall (ωB97M-V/def2-TZVPD, the OMol25 dataset).

Values from the calculation:
2S+1: 2
DFT total energy, eV: -12545.8727
Gap between HOMO and LUMO (spin up / spin down), eV: 11.57 / 8.11
E_HOMO (spin up / spin down), eV: -10.92 / -10.87
Expectation value of S²: 0.754
Lowest unoccupied orbital energy (spin up / spin down), eV: 0.6 / -2.8
ΔE to the lowest compared entry with this formula, charge and spin, kJ/mol: 12.11

Atoms and positions in Å:
C: -0.738 1.022 1.262
O: -2.094 1.152 1.720
C: -0.397 -0.429 0.966
C: -0.178 -0.681 -0.557
C: -0.115 -2.182 -0.839
O: 0.978 -0.020 -0.923
H: -0.194 1.362 2.140
H: -0.573 1.773 0.494
H: 0.297 -0.932 1.641
H: -1.237 -1.086 1.212
H: -0.968 -0.242 -1.184
H: 0.922 -2.505 -0.964
H: -0.615 -2.478 -1.762
H: -0.485 -2.840 -0.051
H: 0.197 1.277 -1.690
H: 0.885 2.185 -2.612
H: -2.685 1.100 0.959
O: -0.020 1.944 -2.375
H: 2.417 0.104 0.200
H: 1.901 0.960 1.328
O: 2.702 0.515 1.034

# C4H14AlB2O2

C4H14AlB2O2 as an isolated structure (ωB97M-V/def2-TZVPD, the OMol25 dataset).

Values from the calculation:
2S+1: 1
DFT total energy, eV: -16403.3591
Gap between HOMO and LUMO, eV: 5.69
E_HOMO, eV: -13.95
Lowest unoccupied orbital energy, eV: -8.3
ΔE to the lowest compared entry with this formula, charge and spin, kJ/mol: 0.00
Charge: +1

Atoms and positions in Å:
Al: 16.894 -3.700 -9.451
B: 15.225 -2.149 -8.993
H: 15.256 -2.560 -9.990
H: 14.424 -1.446 -8.826
H: 15.197 -2.995 -8.323
H: 16.135 -1.594 -8.822
B: 18.754 -3.651 -10.849
H: 19.571 -3.434 -11.520
H: 18.545 -2.803 -10.215
H: 17.896 -4.025 -11.384
H: 18.997 -4.470 -10.190
O: 16.663 -2.720 -10.923
C: 16.075 -2.404 -11.911
O: 15.096 -1.488 -11.881
C: 14.294 -1.461 -12.992
C: 15.093 -2.286 -13.998
C: 16.145 -3.053 -13.262
H: 14.047 -0.443 -13.292
H: 13.388 -2.026 -12.772
H: 15.533 -1.524 -14.642
H: 14.418 -2.862 -14.631
H: 17.136 -3.037 -13.715
H: 15.814 -4.086 -13.159

# C4H14CsN2SSe4

C4H14CsN2SSe4 as an isolated structure (ωB97M-V/def2-TZVPD, the OMol25 dataset).

Values from the calculation:
2S+1: 1
DFT total energy, eV: -280113.6303
Gap between HOMO and LUMO, eV: 4.61
E_HOMO, eV: -2.99
Lowest unoccupied orbital energy, eV: 1.6
ΔE to the lowest compared entry with this formula, charge and spin, kJ/mol: 0.00
Charge: -1

Atoms and positions in Å:
Cs: 0.373 -0.276 -1.336
N: 0.717 -0.112 2.557
C: 2.172 0.121 2.863
C: 3.415 -0.579 2.452
N: 3.129 0.054 0.822
H: 0.173 0.575 2.670
H: 0.522 -0.936 2.759
H: 2.303 0.287 4.264
H: 2.410 1.414 2.950
H: 2.826 -1.419 2.139
H: 4.452 -0.186 2.965
H: 4.063 -0.233 -0.004
H: 3.238 1.059 0.806
Se: -0.496 -0.142 -4.276
Se: -1.601 -2.081 -4.444
Se: -1.060 -3.127 -2.260
Se: -2.668 -2.446 -0.392
C: -3.007 3.930 0.371
S: -2.445 2.422 0.774
C: -3.574 1.705 -0.024
H: -3.998 4.410 0.733
H: -3.050 4.301 -1.398
H: -2.307 5.087 0.441
H: -3.347 1.979 -1.133
H: -4.604 1.742 0.290
H: -3.526 0.785 0.271

# C4H14F6MgN5O9S2

C4H14F6MgN5O9S2 as an isolated structure (ωB97M-V/def2-TZVPD, the OMol25 dataset).

Values from the calculation:
2S+1: 1
DFT total energy, eV: -73673.5334
Gap between HOMO and LUMO, eV: 10.31
E_HOMO, eV: -13.28
Lowest unoccupied orbital energy, eV: -3.0
ΔE to the lowest compared entry with this formula, charge and spin, kJ/mol: 0.00
Charge: +1

Atoms and positions in Å:
Mg: -0.315 0.527 -0.341
C: -0.710 0.865 3.769
F: -0.113 1.964 3.331
F: -0.375 0.632 5.018
F: -2.029 1.013 3.672
S: -0.132 -0.579 2.705
O: 1.235 -0.255 2.390
O: -0.321 -1.783 3.420
N: -1.046 -0.367 1.244
S: -2.267 -1.430 1.337
O: -2.818 -1.564 2.644
O: -3.267 -1.172 0.327
C: -1.499 -3.085 0.866
F: -1.886 -3.390 -0.375
F: -0.163 -3.019 0.899
F: -1.897 -4.036 1.678
C: 2.206 -1.325 -0.442
O: 1.283 -0.530 -0.737
N: 2.313 -2.542 -1.049
N: 3.158 -1.024 0.479
H: 1.872 -2.654 -1.945
H: 3.053 -3.185 -0.835
H: 3.882 -1.675 0.722
H: 2.939 -0.312 1.154
C: 0.645 2.246 -2.862
O: 0.013 1.570 -2.032
N: 0.967 3.553 -2.660
N: 1.041 1.718 -4.043
H: 0.759 3.944 -1.757
H: 1.111 4.252 -3.368
H: 1.574 2.281 -4.679
H: 0.832 0.763 -4.264
O: -2.158 1.577 -0.395
H: -2.333 2.373 -0.911
H: -3.013 1.283 -0.045
O: -1.298 -1.008 -1.677
H: -2.223 -0.729 -1.740
H: -1.264 -1.847 -2.145
O: 0.662 1.975 0.715
H: 0.043 2.642 1.045
H: 1.538 2.334 0.887

# C4H14IN3

C4H14IN3 as an isolated structure (ωB97M-V/def2-TZVPD, the OMol25 dataset).

Values from the calculation:
2S+1: 1
DFT total energy, eV: -16927.0111
Gap between HOMO and LUMO, eV: 10.04
E_HOMO, eV: -16.83
Lowest unoccupied orbital energy, eV: -6.8
ΔE to the lowest compared entry with this formula, charge and spin, kJ/mol: 262.27
Charge: +2

Atoms and positions in Å:
C: 0.286 0.922 1.022
C: 0.600 -1.383 -0.081
C: -1.370 -0.042 -1.244
C: 0.329 0.129 -0.213
N: 1.214 0.744 -1.132
N: 0.382 2.371 0.713
N: -0.578 -2.137 0.600
I: -3.124 -0.138 0.010
H: -0.652 0.595 1.594
H: 1.108 0.802 1.692
H: 0.748 -1.924 -1.116
H: 1.513 -1.795 0.552
H: -1.272 0.811 -1.930
H: -1.341 -0.966 -1.790
H: 2.175 0.900 -0.836
H: 1.421 0.276 -2.016
H: -0.552 2.765 0.706
H: 0.975 2.211 -0.297
H: 0.874 3.013 1.309
H: -0.635 -1.925 1.581
H: -0.535 -3.163 0.691
H: -1.568 -2.066 0.183

no.,largest force on an atom (eV/Å)
1,3.29
2,2.46
3,2.88
4,5.82
5,2.02
6,1.79
7,1.83
8,6.13
9,12.09
10,4.02
11,4.79